1.
{
  "formula": "C5H8ClF",
  "method": "wB97M-V/def2-TZVPD",
  "e_above_lowest_kj_mol": 526.86,
  "lumo_energy_ev": [-0.82, -0.06],
  "fmax_ev_per_a": 5.57,
  "homo_energy_ev": [-8.9, -8.8],
  "species": ["C", "C", "C", "C", "C", "F", "Cl", "H", "H", "H", "H", "H", "H", "H", "H"],
  "xyz": [[-0.008, -0.014, -0.612], [0.563, -0.957, -0.046], [-0.253, 0.322, -2.049], [0.879, -1.242, 1.376], [-1.203, 1.620, 1.055], [-1.360, 0.730, 2.087], [1.782, -2.021, -1.113], [0.708, 0.075, -2.621], [-1.089, -0.322, -2.495], [-0.344, 1.362, -2.222], [1.088, -2.217, 1.703], [0.029, -0.815, 1.986], [1.668, -0.572, 1.548], [-0.433, 2.368, 0.984], [-2.027, 1.683, 0.419]],
  "atomic_forces_ev_per_a": [[-3.077, 3.603, -2.530], [3.405, -4.057, 1.731], [1.040, -1.928, -0.581], [-2.615, 2.049, 0.420], [1.137, -2.596, -0.390], [0.282, 1.829, -0.728], [-1.011, 0.580, 0.426], [-1.185, -0.038, 0.686], [1.054, 1.206, 0.652], [-0.738, 1.031, -0.115], [0.287, -1.312, -0.130], [0.887, -0.746, -0.542], [1.542, 0.497, 0.741], [0.348, -0.151, 0.967], [-1.357, 0.033, -0.607]]
}

***

2.
{
  "formula": "C5H8ClFO",
  "method": "wB97M-V/def2-TZVPD",
  "e_above_lowest_kj_mol": 90.28,
  "smiles": "CC/C(F)=C(\\Cl)CO",
  "lumo_energy_ev": 0.77,
  "fmax_ev_per_a": 1.76,
  "homo_energy_ev": -9.2,
  "species": ["C", "C", "C", "F", "C", "Cl", "C", "O", "H", "H", "H", "H", "H", "H", "H", "H"],
  "xyz": [[-0.034, -2.921, -0.915], [0.292, -1.507, -1.376], [-0.449, -0.433, -0.660], [-1.751, -0.439, -0.908], [-0.020, 0.574, 0.126], [1.637, 0.424, 0.729], [-0.785, 1.815, 0.443], [-0.668, 2.191, 1.809], [0.533, -3.171, -0.024], [0.328, -3.616, -1.674], [-1.093, -3.070, -0.708], [0.096, -1.387, -2.412], [1.364, -1.303, -1.309], [-1.796, 1.582, 0.109], [-0.501, 2.637, -0.198], [0.312, 2.358, 1.829]],
  "atomic_forces_ev_per_a": [[0.468, -0.193, -0.090], [0.591, 0.148, 1.122], [1.087, 1.018, 0.940], [-1.290, -0.128, -0.705], [0.850, -1.205, -0.818], [-0.370, 0.490, -0.225], [-0.441, -0.702, 0.081], [1.291, 0.164, -0.764], [-0.067, 0.102, 0.316], [-0.349, -0.108, -0.029], [0.034, -0.035, -0.202], [-0.618, 0.106, -1.116], [-0.122, -0.103, 0.264], [-0.329, 0.191, 0.763], [0.558, 0.321, -0.302], [-1.292, -0.065, 0.767]]
}